C34H44BBrCl3N7O2S5Ti | ωB97M-V/def2-TZVPD

Molar mass: 988.1 u
Largest force on an atom: 1.6 eV/Å
Spin multiplicity: 1
LUMO energy: -1.69 eV
HOMO level: -7.34 eV

XYZ file:
```
98
C34H44BBrCl3N7O2S5Ti ωB97M-V/def2-TZVPD
Ti -0.04289 0.09645 0.61891
C -3.59870 -1.62902 -3.04508
C -3.14010 -1.47255 -1.63524
C -3.68897 -2.04641 -0.51464
C -2.93257 -1.61856 0.58182
N -1.91907 -0.84925 0.11733
N -2.07544 -0.75701 -1.23726
B -1.18881 0.06227 -2.18308
N 0.14524 -0.64839 -2.37577
N 0.96494 -1.05459 -1.35249
C 1.93671 -1.80162 -1.95869
C 1.69888 -1.83053 -3.33783
C 0.56911 -1.09301 -3.56520
C -0.09321 -0.83330 -4.87663
C 3.14621 -2.54648 -1.40770
C 3.78036 -3.38317 -2.52631
C 2.77176 -3.51266 -0.28404
C 4.21114 -1.55825 -0.93833
N -0.94517 1.51929 -1.75670
N -0.18846 1.91455 -0.68743
C -0.02467 3.24859 -0.79428
C -0.70159 3.68758 -1.94081
C -1.27048 2.57800 -2.51783
C -2.09814 2.53553 -3.75823
C 0.81030 4.22835 0.02431
C 1.34043 3.72416 1.36365
C -0.01860 5.49099 0.30992
C 2.01159 4.61842 -0.85642
C -3.42152 -1.98370 1.98639
C -2.73381 -1.30908 3.18757
C -3.30126 -3.50917 2.14140
C -4.92152 -1.62032 2.00528
H -4.57082 -2.11710 -3.04624
H -2.90285 -2.25227 -3.61009
H -3.68811 -0.67258 -3.55786
H -4.55810 -2.67964 -0.49420
H -1.73699 0.09703 -3.22977
H 2.27837 -2.32851 -4.09312
H 0.47223 -1.33152 -5.66119
H -0.12881 0.23285 -5.10310
H -1.11371 -1.21690 -4.89510
H 3.07329 -4.10490 -2.93856
H 4.61900 -3.93932 -2.10556
H 4.17024 -2.75837 -3.33213
H 2.20521 -3.00270 0.48034
H 2.16970 -4.33985 -0.66694
H 3.67773 -3.92043 0.16919
H 4.44915 -0.84046 -1.72743
H 5.12428 -2.09125 -0.66505
H 3.86780 -1.02840 -0.06616
H -0.75436 4.69076 -2.32403
H -2.25049 3.55305 -4.11108
H -3.07258 2.08410 -3.56967
H -1.60848 1.96434 -4.54691
H 0.58202 3.23430 1.95960
H 1.70055 4.57805 1.94035
H 2.17430 3.05048 1.22848
H -0.79459 5.27630 1.03863
H -0.49114 5.90014 -0.58176
H 0.63463 6.25964 0.72641
H 2.60690 3.73804 -1.10207
H 2.64760 5.32323 -0.31691
H 1.68662 5.08938 -1.78528
H -1.98747 -1.96293 3.62950
H -3.47213 -1.08950 3.96009
H -2.24937 -0.38147 2.92018
H -2.25592 -3.81436 2.09296
H -3.84807 -4.03725 1.35899
H -3.70940 -3.81452 3.10701
H -5.08247 -0.59565 1.68051
H -5.31774 -1.72799 3.01598
H -5.49311 -2.27915 1.35077
S 1.39336 -5.66781 5.94746
C 1.46008 -4.44899 4.86498
S 2.80760 -3.36475 4.70715
C 2.20595 -2.44989 3.33599
C 0.96619 -2.75606 2.89770
S 0.03219 -2.15324 1.56145
S 0.15954 -4.04464 3.78278
S 3.30537 -1.28022 2.69893
Cl -3.68758 1.95001 0.46399
C -3.18132 2.42768 2.07647
Cl -4.22071 1.68208 3.30361
Cl -3.37669 4.17706 2.21953
C -1.69387 2.03596 2.47175
O -1.29889 2.52161 3.49294
O -1.02658 1.19097 1.72810
Br 0.92699 0.34585 3.91197
C 2.28696 0.46762 2.52988
C 3.34669 1.40893 2.90482
C 4.11842 1.94354 1.94457
C 3.78324 1.71180 0.56850
C 2.62245 1.09073 0.27469
N 1.75595 0.56925 1.22015
H 3.52582 1.56032 3.95829
H 4.94713 2.59156 2.19700
H 4.40956 2.09101 -0.22525
H 2.29753 1.00784 -0.75283
```

The net atomic charges from Löwdin, expressed in e, are:
1 Ti 0.989
2 C -0.005
3 C -0.240
4 C 0.027
5 C -0.226
6 N -0.053
7 N 0.034
8 B -0.556
9 N 0.016
10 N 0.092
11 C -0.179
12 C 0.021
13 C -0.254
14 C -0.006
15 C -0.527
16 C -0.076
17 C -0.044
18 C -0.046
19 N 0.031
20 N 0.058
21 C -0.182
22 C 0.029
23 C -0.256
24 C -0.004
25 C -0.504
26 C -0.025
27 C -0.039
28 C -0.030
29 C -0.504
30 C -0.067
31 C -0.047
32 C -0.059
33 H 0.087
34 H 0.088
35 H 0.077
36 H 0.118
37 H 0.100
38 H 0.105
39 H 0.086
40 H 0.079
41 H 0.073
42 H 0.090
43 H 0.090
44 H 0.083
45 H 0.000
46 H 0.097
47 H 0.095
48 H 0.095
49 H 0.094
50 H 0.020
51 H 0.117
52 H 0.087
53 H 0.088
54 H 0.073
55 H 0.069
56 H 0.104
57 H 0.029
58 H 0.063
59 H 0.074
60 H 0.090
61 H 0.074
62 H 0.092
63 H 0.084
64 H 0.047
65 H 0.073
66 H 0.029
67 H 0.037
68 H 0.082
69 H 0.098
70 H 0.053
71 H 0.089
72 H 0.074
73 S 0.551
74 C -1.497
75 S 0.911
76 C -1.069
77 C -1.063
78 S 0.702
79 S 0.904
80 S 0.887
81 Cl 0.669
82 C -1.479
83 Cl 0.675
84 Cl 0.635
85 C -0.727
86 O 0.039
87 O -0.261
88 Br 0.929
89 C -0.924
90 C -0.198
91 C -0.085
92 C -0.103
93 C -0.219
94 N -0.189
95 H 0.104
96 H 0.116
97 H 0.113
98 H 0.107